## A
{
  "formula": "C9H13NO",
  "method": "the ωB97M-V functional and the def2-TZVPD basis",
  "symbols": ["C", "N", "C", "C", "O", "H", "H", "H", "H", "H", "H", "H", "C", "C", "C", "C", "C", "C", "H", "H", "H", "H", "H", "H"],
  "xyz": [[1.5948, 2.0300, 0.3494], [1.4479, 0.5477, 0.4047], [2.4580, -0.3113, -0.0031], [2.1125, -1.8142, 0.3276], [3.5492, -0.0375, -0.3956], [2.5272, 2.2269, -0.0405], [0.6788, 2.2372, -0.3412], [1.4257, 2.4263, 1.3468], [0.7148, 0.0744, 0.7748], [0.9730, -1.7950, 0.3815], [2.7029, -2.2010, 1.2032], [2.3455, -2.4539, -0.5773], [-3.2893, -0.4768, 0.3393], [-2.9749, 0.8913, 0.1902], [-1.7917, 1.3411, -0.3705], [-0.8451, 0.2793, -0.6529], [-1.0775, -1.0710, -0.4452], [-2.4208, -1.4540, -0.0551], [-4.1955, -0.8675, 0.9059], [-3.7297, 1.5795, 0.4327], [-1.7265, 2.4606, -0.5619], [0.0974, 0.6780, -1.1037], [-0.3161, -1.8703, -0.6470], [-2.6229, -2.5158, 0.4811]],
  "lowdin_charge": [-0.006, -0.052, -0.536, -0.004, 0.062, 0.052, 0.088, 0.086, 0.045, 0.032, 0.094, 0.094, -0.129, -0.109, -0.063, -0.131, -0.098, -0.101, 0.122, 0.079, 0.128, 0.100, 0.098, 0.149],
  "smiles": "CNC(C)=O.c1ccccc1",
  "e_lumo_ev": 0.8
}

***

## B
{
  "formula": "C9H13NO",
  "method": "the ωB97M-V functional and the def2-TZVPD basis",
  "symbols": ["C", "C", "C", "C", "C", "C", "C", "H", "H", "H", "H", "H", "H", "H", "H", "C", "C", "N", "O", "H", "H", "H", "H", "H"],
  "xyz": [[3.2235, 0.1853, 0.4593], [1.8766, 0.6033, 0.9297], [0.7873, -0.2734, 0.9849], [-0.4759, 0.1865, 1.3244], [-0.6694, 1.4895, 1.7579], [0.4257, 2.3053, 1.9163], [1.6884, 1.8677, 1.5142], [3.7343, 0.7610, -0.3287], [3.1534, -0.8632, -0.0419], [3.8845, 0.0998, 1.3678], [0.9339, -1.3069, 0.6840], [-1.3895, -0.3811, 1.3303], [-1.6634, 1.8377, 1.9814], [0.4883, 3.2928, 2.3677], [2.5407, 2.5325, 1.3959], [-0.3872, -0.6822, -1.9456], [-1.6253, -1.5312, -1.9070], [-2.8038, -0.9813, -2.4092], [-1.7518, -2.6369, -1.4016], [0.1511, -0.8350, -0.9783], [-0.7267, 0.3927, -1.8708], [0.2143, -0.7206, -2.8863], [-3.5852, -1.6285, -2.4450], [-2.7528, -0.0182, -2.6861]],
  "lowdin_charge": [-0.070, -0.295, -0.090, -0.091, -0.098, -0.091, -0.053, 0.077, 0.104, 0.097, 0.112, 0.108, 0.100, 0.103, 0.111, -0.014, -0.579, 0.127, 0.018, 0.042, 0.094, 0.100, 0.108, 0.082],
  "smiles": "Cc1ccccc1.CC(N)=O",
  "e_lumo_ev": 0.8
}

***

## C
{
  "formula": "C9H13NO",
  "method": "the ωB97M-V functional and the def2-TZVPD basis",
  "symbols": ["C", "C", "C", "C", "C", "C", "C", "H", "H", "H", "H", "H", "H", "H", "H", "C", "C", "N", "O", "H", "H", "H", "H", "H"],
  "xyz": [[1.0054, 1.4593, 1.8976], [1.5223, 0.3792, 0.9893], [2.2316, 0.6962, -0.1605], [2.3955, -0.2895, -1.1248], [1.8637, -1.5558, -0.9797], [1.2940, -1.9197, 0.2574], [1.1268, -0.9489, 1.2179], [0.7395, 0.9764, 2.8295], [0.1326, 1.9613, 1.5572], [1.6500, 2.3278, 2.0551], [2.5035, 1.7225, -0.3444], [2.8681, -0.0856, -2.0749], [1.8528, -2.2229, -1.8255], [0.9724, -2.9539, 0.2458], [0.5366, -1.1052, 2.1145], [-2.1748, -0.9457, -0.5067], [-2.6732, 0.4752, -0.5683], [-1.6409, 1.3918, -0.5091], [-3.8390, 0.7884, -0.5703], [-1.2075, -0.9924, -1.0071], [-2.8291, -1.7503, -0.8146], [-1.8995, -1.1270, 0.5391], [-1.7766, 2.2675, -0.9888], [-0.7173, 1.0123, -0.6122]],
  "lowdin_charge": [-0.053, -0.288, -0.055, -0.096, -0.101, -0.089, -0.066, 0.074, 0.051, 0.084, 0.110, 0.100, 0.098, 0.105, 0.110, -0.007, -0.583, 0.147, 0.055, 0.062, 0.084, 0.085, 0.107, 0.066],
  "smiles": "Cc1ccccc1.CC(N)=O",
  "e_lumo_ev": 0.8
}

***

Most stable structure, least stable structure: C, A.

***

## A
{
  "formula": "C6H8O2",
  "method": "the ωB97M-V functional and the def2-TZVPD basis",
  "symbols": ["C", "C", "C", "C", "C", "C", "O", "O", "H", "H", "H", "H", "H", "H", "H", "H"],
  "xyz": [[2.0509, 3.1399, -0.0916], [-1.0023, -0.0259, -0.7050], [0.7876, -0.0557, 1.0522], [0.1595, -0.6206, 0.0289], [-2.0751, 0.7260, 0.1391], [0.7733, -1.8169, -0.5930], [2.8901, 2.7178, 0.5258], [-1.3175, -0.3596, -1.8738], [1.7561, -0.5704, 1.2016], [0.4160, 0.8139, 1.3899], [-2.7336, 1.3126, -0.5222], [-1.5822, 1.3223, 0.9721], [-2.7466, 0.0209, 0.6768], [-0.1553, -2.3939, -0.9217], [1.3186, -2.4643, 0.1692], [1.4605, -1.7462, -1.4484]],
  "lowdin_charge": [-0.009, -0.357, 0.078, -0.325, -0.018, -0.082, 0.020, 0.041, 0.098, 0.013, 0.081, 0.081, 0.091, 0.102, 0.098, 0.089],
  "e_lumo_ev": 0.2
}

***

## B
{
  "formula": "C6H8O2",
  "method": "the ωB97M-V functional and the def2-TZVPD basis",
  "symbols": ["C", "C", "C", "C", "O", "C", "C", "O", "H", "H", "H", "H", "H", "H", "H", "H"],
  "xyz": [[-1.1821, -1.6241, 0.2739], [-1.0023, -0.3297, 0.0206], [-2.1421, 0.5860, -0.3061], [0.3214, 0.3105, 0.0850], [0.2523, 1.6393, 0.2736], [1.4844, -0.3742, -0.0620], [2.8052, 0.1936, -0.0015], [3.8366, -0.4222, -0.1484], [-2.1624, -2.0654, 0.2246], [-0.3783, -2.2810, 0.5530], [-2.2381, 1.3463, 0.4674], [-1.9559, 1.0991, -1.2481], [-3.0728, 0.0307, -0.3780], [1.1341, 2.0342, 0.2969], [1.4471, -1.4338, -0.2536], [2.8527, 1.2906, 0.2026]],
  "lowdin_charge": [0.088, -0.289, -0.049, -0.282, 0.083, -0.010, -0.297, 0.038, 0.068, 0.066, 0.086, 0.089, 0.080, 0.103, 0.112, 0.115],
  "smiles": "C=C(C)/C(O)=C/C=O",
  "e_lumo_ev": -0.1
}

***

## C
{
  "formula": "C6H8O2",
  "method": "the ωB97M-V functional and the def2-TZVPD basis",
  "symbols": ["C", "C", "C", "C", "C", "O", "O", "C", "H", "H", "H", "H", "H", "H", "H", "H"],
  "xyz": [[-0.6197, -1.7041, 1.3917], [0.0085, -1.1377, 0.0924], [0.9864, 0.0728, 0.4275], [0.1552, 1.1038, -0.5073], [0.5083, 2.2870, -1.3616], [1.6299, 2.5138, -1.7536], [-1.1441, 1.0675, 0.0324], [-0.8279, 0.0233, -0.8030], [-1.3410, -2.3907, 1.0081], [-1.0127, -1.0428, 2.0206], [0.0016, -2.2949, 2.0305], [0.5247, -1.7937, -0.6836], [1.0788, 0.5303, 1.4529], [1.9511, 0.0409, 0.0757], [-0.4780, 2.7979, -1.6427], [-1.4211, -0.0735, -1.7799]],
  "lowdin_charge": [-0.052, -0.172, -0.040, -0.316, -0.169, 0.067, 0.005, -0.161, 0.068, 0.029, 0.074, 0.150, 0.132, 0.068, 0.151, 0.167],
  "smiles": "C[C@@H]1C[C@]2(C=O)O[C@H]12",
  "e_lumo_ev": 0.7
}

***

Most stable structure, least stable structure: B, C.

***

## A
{
  "formula": "C6H8O2",
  "method": "the ωB97M-V functional and the def2-TZVPD basis",
  "symbols": ["C", "C", "C", "C", "C", "H", "H", "H", "H", "H", "H", "H", "H", "O", "C", "O"],
  "xyz": [[0.4194, -2.3627, 0.1974], [-0.0402, -1.1595, 0.1278], [-0.7718, -0.0776, -0.0198], [-1.4525, 0.6439, 1.0953], [-0.8266, 0.7457, -1.3309], [-0.2564, -3.2375, -0.0974], [1.4918, -2.5461, 0.6273], [-2.4895, 0.7100, 0.7844], [-0.8895, 1.4881, 1.1960], [-1.3832, -0.0060, 1.8888], [-0.0103, 1.4987, -1.5262], [-1.7353, 1.3843, -1.3490], [-0.7720, 0.0570, -2.2007], [3.8030, 0.3846, -0.2448], [2.8754, 0.9531, 0.1521], [2.0379, 1.5240, 0.6995]],
  "lowdin_charge": [-0.024, -0.121, -0.347, -0.047, -0.062, 0.081, 0.087, 0.093, 0.054, 0.056, 0.080, 0.076, 0.079, 0.206, -0.418, 0.206],
  "smiles": "C=C=C(C)C.O=C=O",
  "e_lumo_ev": 0.6
}

***

## B
{
  "formula": "C6H8O2",
  "method": "the ωB97M-V functional and the def2-TZVPD basis",
  "symbols": ["C", "C", "C", "C", "O", "C", "C", "O", "H", "H", "H", "H", "H", "H", "H", "H"],
  "xyz": [[0.2769, -1.6544, -0.0360], [-0.0216, -0.2097, -0.6557], [1.3257, 0.3775, -1.3674], [0.5721, 1.0223, -0.1818], [0.6753, 0.7715, 1.2966], [-0.7321, 0.7924, 1.4576], [-1.6363, 0.5526, 0.3990], [-1.3799, 0.0699, -0.9128], [1.2970, -1.7249, 0.2874], [-0.1568, -2.1459, -0.8250], [-0.1850, -1.7170, 1.0581], [2.1909, -0.4485, -1.1658], [1.2488, 1.2018, -2.1111], [0.1842, 1.9651, -0.4155], [-1.0864, 0.8452, 2.4994], [-2.5728, 0.3021, 0.6732]],
  "lowdin_charge": [0.028, -0.460, 0.070, -0.258, -0.052, -0.092, -0.089, -0.001, 0.066, 0.055, 0.129, 0.154, 0.106, 0.137, 0.129, 0.078],
  "smiles": "C[C@]12C[C@@H]1OC=CO2",
  "e_lumo_ev": 0.9
}

***

## C
{
  "formula": "C6H8O2",
  "method": "the ωB97M-V functional and the def2-TZVPD basis",
  "symbols": ["O", "C", "O", "C", "C", "C", "H", "H", "H", "H", "C", "C", "H", "H", "H", "H"],
  "xyz": [[-4.8961, 1.7166, -0.5434], [-3.8021, 1.9301, -0.3390], [-2.6870, 2.1250, -0.1429], [-3.4289, -1.8401, -0.3157], [-2.3716, -2.0878, 0.1573], [-1.2617, -2.4873, 0.9870], [-4.2710, -1.5184, -0.8991], [-1.0304, -1.6197, 1.6274], [-0.3809, -2.4816, 0.4587], [-1.3438, -3.2679, 1.6613], [3.9729, 1.7272, -1.0620], [4.4849, 1.4320, 0.1506], [3.3422, 1.0447, -1.5699], [4.5164, 2.3953, -1.7538], [5.1377, 2.1038, 0.6806], [4.0197, 0.8282, 0.9029]],
  "lowdin_charge": [0.224, -0.455, 0.211, 0.087, -0.196, -0.103, 0.031, 0.094, 0.046, 0.060, -0.068, -0.075, 0.024, 0.053, 0.034, 0.032],
  "smiles": "O=C=O.C#CC.C=C",
  "e_lumo_ev": 0.6
}

***

## D
{
  "formula": "C6H8O2",
  "method": "the ωB97M-V functional and the def2-TZVPD basis",
  "symbols": ["C", "C", "C", "C", "C", "O", "C", "O", "H", "H", "H", "H", "H", "H", "H", "H"],
  "xyz": [[0.3593, 1.4462, 0.4355], [-0.8668, 1.4722, -0.1847], [-1.1987, 0.0719, -0.1702], [-0.6345, -0.6742, -1.4023], [0.7130, -1.3552, -0.6662], [1.5098, -0.3863, 0.1116], [0.6275, 0.2455, 0.9869], [-0.6080, -0.4563, 1.0309], [1.1150, 2.2190, 0.4877], [-1.4935, 2.3625, -0.3354], [-2.2474, -0.1923, -0.0018], [-0.1388, 0.0075, -2.0545], [-1.4213, -1.4429, -1.7783], [1.3328, -1.4875, -1.4549], [0.5356, -2.0810, -0.0090], [1.1037, 0.1168, 2.0121]],
  "lowdin_charge": [-0.029, 0.027, -0.368, -0.016, -0.071, -0.057, -0.441, -0.039, 0.131, 0.129, 0.150, 0.093, 0.143, 0.082, 0.078, 0.190],
  "smiles": "C1=C[C@H]2CCO[C@@H]1O2",
  "e_lumo_ev": 0.9
}

***

Most stable structure, least stable structure: A, B.

***

## A
{
  "formula": "C6H8O2",
  "method": "the ωB97M-V functional and the def2-TZVPD basis",
  "symbols": ["C", "C", "C", "C", "C", "O", "C", "O", "H", "H", "H", "H", "H", "H", "H", "H"],
  "xyz": [[-1.2339, 1.1198, 0.2793], [-0.4010, 0.0483, 0.2658], [-0.4524, -1.0067, 1.3380], [0.9180, 0.3154, -0.4159], [1.7978, 1.2348, 0.0191], [1.1460, -0.5608, -1.4127], [-0.2931, -1.0640, -1.7447], [-1.0815, -0.4659, -2.4332], [-1.1656, 1.8970, -0.4751], [-1.9670, 1.2673, 1.0668], [0.4750, -1.5808, 1.4141], [-0.6403, -0.5704, 2.3230], [-1.2562, -1.7158, 1.1176], [2.7565, 1.3433, -0.4749], [1.5637, 1.8941, 0.8449], [-0.1662, -2.1554, -1.7122]],
  "lowdin_charge": [0.091, -0.358, -0.049, -0.413, 0.087, 0.002, -0.184, 0.123, 0.084, 0.075, 0.088, 0.086, 0.082, 0.064, 0.065, 0.156],
  "smiles": "C=C(C)C(=C)OC=O",
  "e_lumo_ev": -0.4
}

***

## B
{
  "formula": "C6H8O2",
  "method": "the ωB97M-V functional and the def2-TZVPD basis",
  "symbols": ["C", "C", "O", "C", "O", "C", "C", "C", "H", "H", "H", "H", "H", "H", "H", "H"],
  "xyz": [[0.7866, -1.2256, 0.4902], [1.6736, -0.2619, 0.2519], [1.4472, 0.9925, 0.4925], [0.7606, 1.5584, -0.6000], [-0.5926, 1.7949, -0.2454], [-1.5987, 0.8239, -0.4735], [-1.5639, -0.4758, -0.0887], [-0.5815, -1.1532, 0.9392], [1.2930, -2.2222, 0.3105], [2.7275, -0.3957, -0.2905], [1.1675, 2.6363, -0.8923], [0.9044, 0.7063, -1.4444], [-2.3755, 1.2465, -1.1372], [-2.4469, -1.1767, -0.3512], [-1.0166, -2.2934, 1.0238], [-0.5847, -0.5544, 2.0150]],
  "lowdin_charge": [-0.156, -0.275, -0.063, -0.209, -0.093, -0.127, -0.077, -0.198, 0.122, 0.167, 0.170, 0.178, 0.118, 0.119, 0.148, 0.177],
  "smiles": "C1=C\\OCO/C=C\\C/1",
  "e_lumo_ev": 1.0
}

***

## C
{
  "formula": "C6H8O2",
  "method": "the ωB97M-V functional and the def2-TZVPD basis",
  "symbols": ["C", "C", "C", "C", "C", "C", "H", "H", "H", "H", "H", "H", "H", "H", "O", "O"],
  "xyz": [[-1.3565, -0.2053, -0.3061], [-0.1940, 0.9102, -0.2058], [1.1845, 0.6681, -0.6285], [1.1947, -0.8513, -0.8336], [0.9523, -0.8061, 0.6411], [-0.3596, -0.1490, 0.8012], [-3.3317, -0.6183, 0.2666], [-1.4554, -0.9365, -1.0601], [-0.6376, 1.8201, 0.1205], [1.8035, 1.3902, -1.2736], [2.2757, -0.8964, -1.2859], [0.3918, -1.2899, -1.4415], [1.2531, -1.6686, 1.2763], [-0.6026, 0.0796, 1.8260], [-2.8243, 0.0956, -0.0523], [1.7961, 0.4943, 0.6477]],
  "lowdin_charge": [-0.119, -0.100, -0.306, -0.066, -0.181, -0.188, 0.045, 0.113, 0.140, 0.179, 0.163, 0.107, 0.160, 0.159, -0.047, -0.058],
  "e_lumo_ev": 0.9
}

***

Most stable structure, least stable structure: A, C.